Model w:
Formula: C3H14N2O3
Source: the Open Molecules 2025 dataset
Level of theory: ωB97M-V/def2-TZVPD

Structure (ORCA input):
```
! RIJCOSX wB97M-V def2-TZVPD def2/J DEFGRID3
* xyz 0 1
H -2.162 0.598 0.331
H 0.378 -0.022 1.231
H 1.632 1.242 -0.723
O -1.723 1.200 1.051
C 0.478 -1.054 0.681
H 1.481 1.814 1.481
H -0.350 1.114 -0.489
H -2.357 1.820 1.409
H -0.091 -1.718 1.294
H -3.560 -0.946 -0.366
H 2.388 -1.607 1.588
C 0.074 0.319 -1.210
H 2.523 -0.635 0.132
H -0.655 0.432 -2.030
H 1.440 1.223 -2.401
C 1.944 -1.430 0.614
N -0.168 -0.911 -0.557
H 2.080 -2.327 0.045
N 1.360 0.681 -1.569
O 1.343 1.061 0.880
H -1.275 -0.921 -0.520
O -2.730 -0.475 -0.385
*
```

=====

Model x:
Formula: C3H14N2O3
Source: the Open Molecules 2025 dataset
Level of theory: ωB97M-V/def2-TZVPD

Summary:
**SMILES**: C/C(N)=C/N.O.O.O

Structure (ORCA input):
```
! RIJCOSX wB97M-V def2-TZVPD def2/J DEFGRID3
* xyz 0 1
H 2.331 -0.863 0.421
O -2.332 0.417 -1.643
C 2.026 1.779 0.500
O -0.698 -1.606 -2.392
H 2.114 2.393 -0.395
H -0.360 -1.526 -1.461
N 0.278 -1.580 0.235
H -1.083 0.114 1.964
H -1.061 0.617 -0.247
C 0.983 0.723 0.272
C 1.297 -0.576 0.300
H -0.341 -1.522 1.040
N -0.330 1.176 0.188
H -0.391 2.125 -0.135
H -1.496 -0.359 3.389
H 0.087 -1.771 -2.930
O -1.408 -0.644 2.477
H 1.681 2.440 1.293
H 2.974 1.321 0.739
H 0.713 -2.488 0.179
H -1.745 -0.291 -1.999
H -3.240 0.123 -1.796
*
```

=====

Most stable: model x. Least stable: model w.

=====

Model w:
Formula: C6H9N3O2
Source: the Open Molecules 2025 dataset
Level of theory: ωB97M-V/def2-TZVPD

Summary:
**SMILES**: N[C@@H](Cc1c[nH]cn1)C(=O)O

Structure (ORCA input):
```
! RIJCOSX wB97M-V def2-TZVPD def2/J DEFGRID3
* xyz 0 1
H 2.891 1.631 -0.205
H -2.991 -1.851 0.993
C 0.272 1.286 -0.367
H -4.336 -0.035 -0.028
H -2.731 2.064 -0.688
O 1.098 -1.765 -0.229
H 0.382 -1.681 0.449
H 3.117 0.891 1.173
H 0.977 0.306 1.495
C -2.610 -0.984 0.484
N 2.444 1.511 0.667
C -1.160 0.567 -0.260
C 1.891 -0.756 -0.130
C -2.411 1.032 -0.493
C 1.317 0.524 0.470
H 0.173 2.331 -0.065
N -1.254 -0.723 0.304
N -3.302 0.004 -0.051
O 3.009 -0.800 -0.569
H 0.656 1.305 -1.402
*
```

=====

Model x:
Formula: C6H9N3O2
Source: the Open Molecules 2025 dataset
Level of theory: ωB97M-V/def2-TZVPD

Summary:
**SMILES**: O=C1CN2CC[C@@H]2N1.N=C=O

Structure (ORCA input):
```
! RIJCOSX wB97M-V def2-TZVPD def2/J DEFGRID3
* xyz 0 1
H -3.547 0.855 -0.767
H 0.861 -0.188 2.127
N -0.380 -0.306 0.405
O -4.289 0.290 2.343
H 2.403 -0.648 -1.582
C -4.110 0.310 1.145
H 1.524 -2.291 0.006
C 0.907 -0.367 1.025
H 0.916 0.993 -2.072
N -4.094 0.364 -0.066
C 0.698 1.322 -1.155
C 2.453 -0.425 -0.491
O -1.663 0.566 -1.323
H -1.195 -0.753 0.751
C -0.629 0.524 -0.679
C 1.817 -1.421 0.450
H 3.463 -0.121 -0.199
H 0.755 2.384 -1.103
H 2.443 -1.834 1.199
N 1.667 0.745 -0.013
*
```

=====

Most stable: model w. Least stable: model x.